Molecular formula: C4H11S
Method: DFT, wB97M-V/def2-TZVPD

Each line ends with the Löwdin charge.
CARTESIAN COORDINATES (ANGSTROEM)
S1 -2.35 -0.67 -0.82  0.014
C1 0.83 0.12 0.25  -0.502
C2 0.80 -1.22 -0.46  -0.160
C3 -0.05 0.14 1.53  -0.127
C4 0.35 1.23 -0.71  -0.154
H1 -3.47 0.01 -0.94  -0.441
H2 0.31 -0.60 2.25  0.062
H3 1.61 -1.36 -1.18  0.064
H4 -1.02 -0.14 1.22  -0.046
H5 0.83 1.19 -1.70  0.064
H6 -0.75 1.07 -0.88  -0.023
H7 1.90 0.26 0.54  0.111
H8 0.54 2.23 -0.32  0.054
H9 -0.10 1.11 2.04  0.064
H10 -0.16 -1.30 -1.02  -0.047
H11 0.72 -2.06 0.22  0.066

Results
molecular weight = 91.20 g/mol
LUMO level = 4.3 eV
maximum force = 0.0349 Eh/bohr
energy above the lowest of the compared OMol25 structures with the same formula, charge and spin = 42.61 kJ/mol
net charge = -1



Molecular formula: C4H11S2
Method: DFT, wB97M-V/def2-TZVPD

Each line ends with the Löwdin charge.
CARTESIAN COORDINATES (ANGSTROEM)
S1 -1.60 0.50 -0.65  0.140
S2 1.58 -1.65 1.72  0.667
C1 -1.14 2.47 -2.64  -0.245
C2 1.28 -1.78 -0.05  -0.468
C3 0.32 -0.43 2.17  -0.475
C4 -0.49 1.69 -1.49  -0.842
H1 -0.39 2.79 -3.37  0.044
H2 1.79 -0.97 -0.56  0.021
H3 0.02 2.32 -0.75  0.023
H4 -0.68 -0.84 2.18  0.016
H5 0.43 0.40 1.49  -0.010
H6 0.23 -1.79 -0.34  -0.005
H7 -1.71 3.30 -2.23  0.048
H8 0.52 -0.06 3.18  0.021
H9 -1.80 1.79 -3.18  0.034
H10 1.73 -2.72 -0.37  0.014
H11 0.37 1.13 -1.89  0.017

Results
molecular weight = 123.27 g/mol
LUMO level = 3.3 eV
maximum force = 0.0227 Eh/bohr
energy above the lowest of the compared OMol25 structures with the same formula, charge and spin = 34.37 kJ/mol
net charge = -1



Molecular formula: C4H12
Method: DFT, wB97M-V/def2-TZVPD

Each line ends with the Löwdin charge.
CARTESIAN COORDINATES (ANGSTROEM)
C1 2.22 -0.70 0.85  -0.333
C2 -1.16 1.19 -0.53  -0.352
C3 -2.44 0.54 -0.07  -0.462
C4 1.33 -0.93 -0.29  -0.311
H1 -0.33 0.47 -0.95  0.040
H2 -2.42 -0.02 0.94  0.038
H3 1.83 -0.41 -1.25  0.088
H4 -2.77 -0.22 -0.82  0.023
H5 -3.25 1.23 0.04  -0.003
H6 -1.24 1.85 -1.34  0.010
H7 0.28 -0.55 -0.30  0.002
H8 1.29 -2.10 -0.53  0.081
H9 1.82 -1.22 1.71  0.024
H10 2.41 0.33 1.29  0.062
H11 3.29 -1.07 0.86  0.057
H12 -0.85 1.63 0.42  0.035

Results
molecular weight = 60.14 g/mol
LUMO level (alpha / beta) = 4.2 / 4.2 eV
maximum force = 0.0873 Eh/bohr
spin multiplicity = 2
energy above the lowest of the compared OMol25 structures with the same formula, charge and spin = 156.64 kJ/mol
net charge = -1



Molecular formula: C4H12
Method: DFT, wB97M-V/def2-TZVPD

Each line ends with the Löwdin charge.
CARTESIAN COORDINATES (ANGSTROEM)
C1 1.54 -0.08 1.98  -0.303
C2 -1.04 -0.21 -1.65  -0.382
C3 0.10 -0.58 2.15  -0.290
C4 -0.60 0.98 -2.45  -0.372
H1 -1.79 -0.13 -0.88  0.026
H2 0.21 0.75 -3.14  0.030
H3 1.75 0.62 2.79  0.037
H4 -1.40 -1.02 -2.32  0.024
H5 2.23 -0.91 2.10  0.037
H6 -0.25 1.82 -1.84  0.022
H7 -0.17 -0.82 -1.33  0.019
H8 1.68 0.40 1.02  0.026
H9 -1.40 1.38 -3.07  0.030
H10 -0.22 -1.13 1.26  0.028
H11 -0.62 0.21 2.39  0.030
H12 0.00 -1.29 2.98  0.039

Results
molecular weight = 60.14 g/mol
LUMO level (alpha / beta) = 4.4 / 4.5 eV
maximum force = 0.0477 Eh/bohr
spin multiplicity = 2
energy above the lowest of the compared OMol25 structures with the same formula, charge and spin = 32.08 kJ/mol
net charge = -1



Molecular formula: C4H12
Method: DFT, wB97M-V/def2-TZVPD

Each line ends with the Löwdin charge.
CARTESIAN COORDINATES (ANGSTROEM)
C1 1.49 -1.83 0.52  -0.314
C2 -0.42 2.84 -0.70  -0.331
C3 0.34 -2.72 1.05  -0.302
C4 -1.39 1.70 -0.86  -0.377
H1 1.68 -2.08 -0.53  0.025
H2 2.44 -2.01 1.02  0.034
H3 -1.94 1.80 -1.80  0.031
H4 1.20 -0.80 0.61  0.017
H5 0.05 -3.51 0.36  0.035
H6 0.58 -3.13 2.03  0.038
H7 0.25 2.94 -1.57  0.040
H8 -1.06 0.66 -0.86  0.021
H9 -2.12 1.68 -0.03  0.021
H10 0.23 2.71 0.13  0.013
H11 -0.82 3.84 -0.61  0.036
H12 -0.52 -2.09 1.24  0.013

Results
molecular weight = 60.14 g/mol
LUMO level (alpha / beta) = 4.3 / 4.5 eV
maximum force = 0.0273 Eh/bohr
spin multiplicity = 2
energy above the lowest of the compared OMol25 structures with the same formula, charge and spin = 30.74 kJ/mol
net charge = -1



Molecular formula: C4H12
Method: DFT, wB97M-V/def2-TZVPD

Each line ends with the Löwdin charge.
CARTESIAN COORDINATES (ANGSTROEM)
C1 0.21 -3.15 0.42  -0.325
C2 0.12 1.97 -1.29  -0.331
C3 -0.22 -1.81 1.00  -0.376
C4 -0.10 3.00 -0.16  -0.302
H1 0.41 -3.10 -0.66  0.028
H2 -0.41 1.06 -1.00  0.020
H3 -0.53 -3.94 0.51  0.035
H4 1.17 1.71 -1.38  0.022
H5 -0.07 2.50 0.81  0.023
H6 0.50 -1.02 0.77  0.020
H7 -0.32 -1.88 2.08  0.022
H8 1.15 -3.51 0.86  0.040
H9 0.66 3.80 -0.12  0.039
H10 -1.07 3.51 -0.22  0.039
H11 -0.33 2.35 -2.20  0.030
H12 -1.18 -1.51 0.57  0.016

Results
molecular weight = 60.14 g/mol
LUMO level (alpha / beta) = 4.3 / 4.5 eV
maximum force = 0.0211 Eh/bohr
spin multiplicity = 2
energy above the lowest of the compared OMol25 structures with the same formula, charge and spin = 10.38 kJ/mol
net charge = -1



Molecular formula: C4H12
Method: DFT, wB97M-V/def2-TZVPD

Each line ends with the Löwdin charge.
CARTESIAN COORDINATES (ANGSTROEM)
C1 -0.57 1.06 -1.38  -0.415
C2 0.21 1.64 -2.54  -0.326
C3 -0.38 -1.51 1.46  -0.299
C4 0.76 -1.20 2.44  -0.313
H1 -1.22 1.76 -0.84  0.018
H2 1.34 -2.05 2.80  0.040
H3 -0.04 -2.26 0.74  0.026
H4 1.18 2.03 -2.24  0.032
H5 -1.24 0.23 -1.59  0.027
H6 0.32 -0.64 3.28  0.043
H7 1.50 -0.54 2.03  0.012
H8 -0.59 -0.59 0.92  0.021
H9 0.29 0.91 -3.34  0.039
H10 -1.19 -2.08 1.90  0.042
H11 -0.29 2.54 -2.92  0.036
H12 0.08 0.72 -0.56  0.017

Results
molecular weight = 60.14 g/mol
LUMO level (alpha / beta) = 4.3 / 4.5 eV
maximum force = 0.0303 Eh/bohr
spin multiplicity = 2
energy above the lowest of the compared OMol25 structures with the same formula, charge and spin = 38.61 kJ/mol
net charge = -1



Molecular formula: C4H12
Method: DFT, wB97M-V/def2-TZVPD

Each line ends with the Löwdin charge.
CARTESIAN COORDINATES (ANGSTROEM)
C1 -1.42 -1.13 0.15  -0.335
C2 1.77 1.63 -0.58  -0.408
C3 2.26 0.17 -0.61  -0.268
C4 -2.58 -0.71 0.98  -0.402
H1 -2.86 0.23 0.64  -0.019
H2 -1.15 -2.23 0.54  0.079
H3 -1.68 -1.28 -0.92  0.030
H4 -0.64 -0.29 0.23  0.051
H5 2.25 2.37 -1.26  0.018
H6 1.63 -0.56 -0.18  0.018
H7 -3.47 -1.49 1.11  0.082
H8 0.61 1.73 -0.71  0.031
H9 1.94 2.12 0.42  0.013
H10 2.35 -0.24 -1.59  0.031
H11 3.26 0.07 -0.26  0.028
H12 -2.28 -0.39 2.04  0.052

Results
molecular weight = 60.14 g/mol
LUMO level (alpha / beta) = 4.2 / 4.4 eV
maximum force = 0.0671 Eh/bohr
spin multiplicity = 2
energy above the lowest of the compared OMol25 structures with the same formula, charge and spin = 111.35 kJ/mol
net charge = -1



Molecular formula: C4H12
Method: DFT, wB97M-V/def2-TZVPD

Each line ends with the Löwdin charge.
CARTESIAN COORDINATES (ANGSTROEM)
C1 -0.08 0.48 1.93  -0.144
C2 0.45 -0.22 -2.17  -0.185
C3 -1.52 0.54 1.23  -0.164
C4 1.18 -0.74 -0.95  -0.201
H1 0.63 -0.25 1.43  0.039
H2 0.47 -1.32 -0.26  0.069
H3 -2.09 1.44 1.49  0.058
H4 0.14 1.51 2.06  0.045
H5 -0.18 -0.95 -2.73  0.077
H6 -0.14 0.63 -1.95  0.027
H7 -1.95 -0.53 1.26  0.087
H8 1.65 -1.73 -1.16  0.065
H9 -1.67 0.75 0.19  0.020
H10 -0.16 -0.10 2.84  0.045
H11 1.85 0.01 -0.47  0.081
H12 1.18 0.16 -2.95  0.078

Results
molecular weight = 60.14 g/mol
LUMO level = 1.1 eV
maximum force = 0.0561 Eh/bohr
energy above the lowest of the compared OMol25 structures with the same formula, charge and spin = 150.83 kJ/mol
SMILES string = CC.CC
net charge = 0



Molecular formula: C4H12
Method: DFT, wB97M-V/def2-TZVPD

Each line ends with the Löwdin charge.
CARTESIAN COORDINATES (ANGSTROEM)
C1 -1.64 0.09 -1.23  -0.153
C2 1.21 -1.41 1.73  -0.185
C3 -0.87 1.24 -1.92  -0.172
C4 1.27 0.09 1.45  -0.165
H1 -2.63 -0.04 -1.63  0.057
H2 -1.51 1.94 -2.45  0.054
H3 -1.59 0.17 -0.15  0.046
H4 -0.15 1.80 -1.32  0.056
H5 0.63 -1.62 2.63  0.057
H6 0.73 -1.96 0.93  0.056
H7 0.31 0.56 1.29  0.048
H8 -1.04 -0.79 -1.50  0.059
H9 -0.23 0.84 -2.70  0.053
H10 1.81 0.14 0.49  0.064
H11 2.02 0.46 2.15  0.062
H12 2.18 -1.86 1.97  0.064

Results
molecular weight = 60.14 g/mol
LUMO level = 1.2 eV
maximum force = 0.0525 Eh/bohr
energy above the lowest of the compared OMol25 structures with the same formula, charge and spin = 46.83 kJ/mol
SMILES string = CC.CC
net charge = 0



Molecular formula: C4H12
Method: DFT, wB97M-V/def2-TZVPD

Each line ends with the Löwdin charge.
CARTESIAN COORDINATES (ANGSTROEM)
C1 1.08 -1.49 -0.91  -0.164
C2 -0.16 1.40 0.42  -0.167
C3 -1.09 2.63 0.56  -0.159
C4 0.20 -2.46 -0.08  -0.164
H1 0.72 -3.37 0.22  0.057
H2 -0.59 -2.81 -0.73  0.055
H3 -2.04 2.40 1.01  0.055
H4 -0.24 0.86 -0.51  0.033
H5 1.74 -0.99 -0.21  0.061
H6 0.88 1.59 0.67  0.063
H7 0.39 -0.85 -1.43  0.038
H8 1.63 -2.10 -1.62  0.061
H9 -0.51 0.74 1.22  0.061
H10 -0.54 3.45 1.02  0.060
H11 -1.30 3.00 -0.45  0.058
H12 -0.19 -2.00 0.83  0.052

Results
molecular weight = 60.14 g/mol
LUMO level = 1.2 eV
maximum force = 0.0411 Eh/bohr
energy above the lowest of the compared OMol25 structures with the same formula, charge and spin = 36.61 kJ/mol
SMILES string = CC.CC
net charge = 0



Molecular formula: C4H12
Method: DFT, wB97M-V/def2-TZVPD

Each line ends with the Löwdin charge.
CARTESIAN COORDINATES (ANGSTROEM)
C1 2.02 -1.18 -0.75  -0.182
C2 -1.49 1.90 1.94  -0.164
C3 1.31 -1.73 -1.98  -0.169
C4 -1.82 0.99 0.71  -0.154
H1 0.22 -1.59 -1.87  0.058
H2 2.37 -0.15 -0.86  0.057
H3 -0.51 2.34 1.81  0.053
H4 -1.88 -0.06 0.97  0.056
H5 1.37 -2.81 -1.97  0.060
H6 2.88 -1.79 -0.49  0.059
H7 1.43 -1.20 0.17  0.057
H8 -2.20 2.73 2.04  0.056
H9 1.63 -1.28 -2.90  0.058
H10 -2.73 1.32 0.23  0.050
H11 -1.62 1.39 2.89  0.054
H12 -0.97 1.14 0.05  0.049

Results
molecular weight = 60.14 g/mol
LUMO level = 1.1 eV
maximum force = 0.0296 Eh/bohr
energy above the lowest of the compared OMol25 structures with the same formula, charge and spin = 34.15 kJ/mol
SMILES string = CC.CC
net charge = 0



Molecular formula: C4H12
Method: DFT, wB97M-V/def2-TZVPD

Each line ends with the Löwdin charge.
CARTESIAN COORDINATES (ANGSTROEM)
C1 -1.62 -0.23 1.22  -0.164
C2 -0.85 0.55 2.31  -0.162
C3 1.98 -0.11 -1.95  -0.150
C4 0.47 -0.21 -1.59  -0.162
H1 -0.15 0.60 -1.97  0.067
H2 2.13 0.49 -2.84  0.057
H3 -1.15 1.60 2.27  0.060
H4 0.20 0.49 2.06  0.055
H5 -2.67 0.04 1.16  0.063
H6 -1.09 0.24 3.32  0.058
H7 -1.17 0.01 0.26  0.012
H8 0.42 -0.16 -0.52  0.020
H9 0.09 -1.16 -1.96  0.067
H10 -1.53 -1.29 1.44  0.068
H11 2.54 0.30 -1.11  0.056
H12 2.30 -1.13 -2.16  0.057

Results
molecular weight = 60.14 g/mol
LUMO level = 1.1 eV
maximum force = 0.0228 Eh/bohr
energy above the lowest of the compared OMol25 structures with the same formula, charge and spin = 32.89 kJ/mol
SMILES string = CC.CC
net charge = 0



Molecular formula: C4H12
Method: DFT, wB97M-V/def2-TZVPD

Each line ends with the Löwdin charge.
CARTESIAN COORDINATES (ANGSTROEM)
C1 -0.06 -1.47 0.06  -0.184
C2 -0.30 1.79 0.39  -0.162
C3 0.23 2.72 -0.71  -0.164
C4 0.17 -2.97 0.22  -0.170
H1 0.22 -3.52 -0.72  0.059
H2 1.02 -3.22 0.87  0.060
H3 0.86 -0.92 0.22  0.062
H4 -0.74 -1.06 0.80  0.064
H5 -0.28 0.77 0.01  0.003
H6 1.16 2.30 -1.10  0.057
H7 -0.54 -3.52 0.85  0.061
H8 -0.38 2.80 -1.59  0.056
H9 0.13 1.91 1.38  0.069
H10 -0.57 -1.33 -0.87  0.061
H11 -1.37 2.03 0.43  0.066
H12 0.46 3.68 -0.24  0.059

Results
molecular weight = 60.14 g/mol
LUMO level = 1.1 eV
maximum force = 0.0445 Eh/bohr
energy above the lowest of the compared OMol25 structures with the same formula, charge and spin = 60.31 kJ/mol
SMILES string = CC.CC
net charge = 0



Molecular formula: C4H12
Method: DFT, wB97M-V/def2-TZVPD

Each line ends with the Löwdin charge.
CARTESIAN COORDINATES (ANGSTROEM)
C1 0.30 -1.84 -0.31  -0.133
C2 -1.75 2.45 0.23  -0.141
C3 1.85 -2.21 -0.45  -0.132
C4 -0.39 1.66 0.41  -0.147
H1 -2.52 1.87 -0.24  0.043
H2 1.93 -3.09 -1.11  0.058
H3 2.46 -1.53 -0.94  0.020
H4 -0.05 1.06 -0.30  -0.024
H5 2.25 -2.51 0.53  0.065
H6 -0.28 -2.71 -0.51  0.047
H7 -1.97 2.71 1.37  0.100
H8 0.46 2.24 0.69  0.058
H9 -1.72 3.45 -0.19  0.038
H10 0.01 -1.07 -1.08  0.070
H11 0.11 -1.51 0.63  0.011
H12 -0.70 1.03 1.27  0.068

Results
molecular weight = 60.14 g/mol
LUMO level = 1.1 eV
maximum force = 0.0950 Eh/bohr
energy above the lowest of the compared OMol25 structures with the same formula, charge and spin = 107.64 kJ/mol
SMILES string = CC.CC
net charge = 0